[1]
{
  "formula": "C21H42O21",
  "method": "ωB97M-V/def2-TZVPD",
  "orbital_gap_ev": 10.86,
  "mol_weight_g_mol": 630.5,
  "total_energy_ev": -65451.078,
  "total_charge": 0,
  "smiles": "COC(=O)OC.COC(=O)OC.COC(=O)OC.COC(=O)OC.COC(=O)OC.COC(=O)OC.COC(=O)OC",
  "de_lowest_ev": 4.761,
  "symbols": ["O", "O", "O", "O", "O", "O", "O", "O", "O", "O", "O", "O", "O", "O", "O", "O", "O", "O", "O", "O", "O", "C", "C", "C", "C", "C", "C", "C", "C", "C", "C", "C", "C", "C", "C", "C", "C", "C", "C", "C", "C", "C", "H", "H", "H", "H", "H", "H", "H", "H", "H", "H", "H", "H", "H", "H", "H", "H", "H", "H", "H", "H", "H", "H", "H", "H", "H", "H", "H", "H", "H", "H", "H", "H", "H", "H", "H", "H", "H", "H", "H", "H", "H", "H"],
  "positions_angstrom": [[2.1164, -0.1314, -0.4141], [6.8092, -4.7156, 0.9405], [-10.2938, -1.9755, 1.0911], [-8.1949, -1.0657, 0.6583], [-9.9717, 0.0288, 0.1833], [1.0606, -0.5952, -8.0403], [7.7063, 12.1234, -4.4907], [-0.8226, -9.9490, 7.2778], [0.9657, -9.4847, 5.9120], [5.6185, -6.4406, 0.5388], [-8.3257, 2.7318, 5.7920], [-8.7922, 4.9970, 6.1437], [2.2724, 1.0520, -7.1653], [7.6452, 13.5964, -6.0385], [2.6614, 1.7981, 0.3010], [0.1719, 0.6728, -6.2556], [0.6076, 0.9820, 0.9260], [0.3999, -11.5477, 6.1157], [-6.8629, 4.2842, 5.1574], [8.6807, 11.6438, -6.5181], [6.2018, -5.0077, -1.1921], [-8.0694, 4.0531, 5.7126], [7.6152, 10.7262, -4.0109], [1.0092, 0.4576, -7.1171], [-0.0973, -1.4906, -8.0692], [8.1687, 12.4575, -5.7149], [-9.5715, 2.2618, 6.2166], [2.6103, 2.9262, 1.1331], [-11.3073, 0.1730, -0.1259], [2.6502, 2.0914, -6.2559], [0.7430, -8.1308, 5.7108], [-9.5441, -1.0578, 0.7347], [1.7487, 0.8778, 0.3752], [7.4588, -3.4650, 0.7906], [-7.4831, -2.1818, 0.9766], [0.1219, -10.3046, 6.5334], [1.3334, -1.2657, -0.5981], [-6.0137, 3.2487, 4.5989], [8.1808, 14.3276, -7.2071], [6.2645, -5.3485, -0.0117], [4.6640, -7.1738, -0.2110], [-0.2319, -12.6746, 6.7184], [-11.5087, 1.0842, -0.6891], [0.2417, -2.3552, -8.6398], [-9.8009, 2.7939, 7.1398], [1.4423, -1.4944, -1.6583], [0.2763, -1.1555, -0.3565], [9.1164, 14.8285, -6.9582], [-5.8281, 2.4046, 5.2632], [-10.3500, 2.3428, 5.4580], [-1.3132, -12.6432, 6.5843], [6.7448, -2.6554, 0.6401], [8.2227, -3.4462, 0.0133], [0.0405, -12.8397, 7.7608], [-9.4156, 1.2291, 6.5284], [7.4972, 15.1273, -7.4922], [-0.2055, -1.9424, -7.0832], [-6.5613, -1.7732, 1.3907], [3.1882, 1.6873, -5.3983], [0.2069, -7.7466, 6.5787], [8.2250, -3.2625, 1.5390], [3.4246, 2.7478, -6.6527], [5.1678, -7.7688, -0.9727], [0.0509, -8.1450, 4.8688], [-11.9990, 0.3082, 0.7055], [-7.3573, -2.7515, 0.0559], [7.4364, 9.9793, -4.7843], [1.7045, -7.6821, 5.4612], [6.7353, 10.6515, -3.3719], [-7.8914, -2.8128, 1.7661], [1.7834, 2.6463, -5.8969], [8.6201, 10.5142, -3.6457], [1.8345, -2.0353, -0.0109], [-0.9479, -0.9185, -8.4397], [-11.6346, -0.6243, -0.7932], [2.8896, 2.6940, 2.1607], [-6.3925, 2.9382, 3.6252], [-5.0699, 3.7534, 4.3924], [3.3950, 3.6313, 0.8586], [0.1818, -13.5442, 6.2077], [3.9640, -6.5205, -0.7320], [4.0605, -7.8712, 0.3699], [1.6254, 3.3848, 1.2215], [8.2965, 13.7365, -8.1157]],
  "lowdin_charge": [-0.005, 0.038, 0.099, -0.002, 0.029, -0.050, -0.027, 0.077, -0.024, -0.023, -0.039, 0.072, -0.039, 0.018, 0.025, 0.109, 0.056, -0.006, -0.010, 0.067, 0.103, -0.518, -0.005, -0.483, -0.027, -0.597, -0.051, -0.049, -0.069, -0.055, -0.047, -0.573, -0.558, -0.027, -0.087, -0.545, -0.053, -0.028, 0.002, -0.596, -0.065, -0.042, 0.095, 0.090, 0.098, 0.098, 0.098, 0.094, 0.093, 0.103, 0.097, 0.106, 0.095, 0.097, 0.096, 0.087, 0.090, 0.099, 0.088, 0.096, 0.094, 0.088, 0.092, 0.102, 0.102, 0.105, 0.085, 0.102, 0.091, 0.099, 0.091, 0.094, 0.098, 0.099, 0.105, 0.096, 0.093, 0.092, 0.096, 0.091, 0.092, 0.090, 0.099, 0.091]
}



[2]
{
  "formula": "C43H43AsBrIrN3OSSe2",
  "method": "ωB97M-V/def2-TZVPD",
  "orbital_gap_ev": 6.50,
  "mol_weight_g_mol": 1154.9,
  "total_energy_ev": -327050.396,
  "total_charge": 1,
  "de_lowest_ev": 1.022,
  "symbols": ["Ir", "Br", "Se", "Se", "As", "S", "O", "N", "N", "N", "C", "C", "C", "C", "C", "C", "C", "C", "C", "C", "C", "C", "C", "C", "C", "C", "C", "C", "C", "C", "C", "C", "C", "C", "C", "C", "C", "C", "C", "C", "C", "C", "C", "C", "C", "C", "C", "C", "C", "C", "C", "C", "C", "H", "H", "H", "H", "H", "H", "H", "H", "H", "H", "H", "H", "H", "H", "H", "H", "H", "H", "H", "H", "H", "H", "H", "H", "H", "H", "H", "H", "H", "H", "H", "H", "H", "H", "H", "H", "H", "H", "H", "H", "H", "H", "H"],
  "positions_angstrom": [[-0.0601, 0.5883, -0.5019], [1.8293, -0.8530, 0.6814], [-2.8633, 0.4748, -2.8437], [-3.5548, -0.6246, -0.9323], [0.8265, 0.6974, -2.7982], [1.5431, 2.2603, 0.0474], [-0.8505, 0.2760, 1.3518], [-0.8761, -1.5276, -1.0445], [-1.6770, 1.9075, -0.7436], [0.6064, 4.9397, 0.0764], [-2.1484, -1.9120, -0.8656], [2.7603, 0.6880, -2.7115], [-0.3968, -1.5899, -4.2571], [0.3173, -3.7386, 6.1222], [0.0465, -2.4917, -1.1894], [0.6027, -0.6253, -4.2096], [-2.3411, 0.2545, 3.8949], [-2.1795, 1.7623, 3.6655], [-1.0522, 3.3126, -5.4876], [-0.4029, -1.1923, 4.6590], [4.7450, -0.6585, -2.4438], [-1.5465, -4.2214, -0.8601], [0.9439, 3.8345, 0.0564], [0.5454, 3.5581, -3.2305], [-2.8439, 0.0671, 5.3286], [1.5144, -0.5343, -5.2624], [-0.4710, -2.4694, -5.3313], [-0.7268, 4.5718, -5.0020], [-0.5640, 2.1751, -4.8573], [0.8184, -1.8697, 4.5424], [0.2554, 2.2939, -3.7359], [-1.0000, -0.4503, 3.6535], [-2.8792, 3.2621, -2.3084], [5.5151, 0.4951, -2.3793], [2.6622, -3.3990, 5.3628], [-0.3349, -0.3680, 2.3955], [4.9112, 1.7382, -2.4882], [3.3722, -0.5614, -2.6133], [1.4817, -1.7468, 3.3436], [3.5343, 1.8387, -2.6400], [0.0701, 4.6928, -3.8719], [1.4346, -1.4083, -6.3343], [-0.2429, -3.8370, -1.1172], [1.6208, -1.7440, 6.9002], [-2.1896, 4.1830, -0.2235], [-1.6386, 2.9531, 0.0894], [0.8836, -1.0114, 2.3318], [-2.3696, 2.0534, -1.8984], [0.4471, -2.3841, -6.3653], [1.3579, -2.6868, 5.7165], [-3.3997, -0.3168, 2.9418], [-2.7602, 4.3594, -1.4633], [-2.5170, -3.2444, -0.7423], [-1.1298, -1.6572, -3.4713], [2.7809, -1.4663, -2.7033], [0.3912, -3.0726, -7.1983], [3.0048, -3.9783, 6.2211], [-3.1239, -0.1361, 1.9046], [5.2100, -1.6323, -2.3632], [1.1339, 3.6702, -2.3333], [0.5415, -4.5648, -1.2671], [-4.3669, 0.1551, 3.1322], [-1.2529, -3.2175, -5.3549], [0.7119, -1.2268, 7.2107], [-1.8142, -5.2680, -0.7981], [1.0516, -2.1611, -1.3881], [1.9981, -2.3123, 7.7529], [2.5289, -4.0876, 4.5254], [0.3218, 5.6700, -3.4804], [-1.0984, 5.4577, -5.5006], [3.0781, 2.8147, -2.7198], [-3.1293, 2.2697, 3.8505], [0.7044, -4.3514, 6.9385], [3.4512, -2.6867, 5.1122], [-2.1458, 0.4834, 6.0570], [-0.9151, -1.2559, 5.6081], [2.3646, -0.9913, 6.6321], [-1.1550, 2.7816, 1.0375], [0.0838, -4.3945, 5.2809], [-3.5561, -3.4960, -0.5840], [-3.7906, 0.5987, 5.4374], [2.2838, 0.2274, -5.2495], [6.5866, 0.4231, -2.2473], [-0.8143, 1.1981, -5.2523], [5.5108, 2.6380, -2.4520], [-3.3827, 3.3328, -3.2620], [-2.1281, 4.9843, 0.4972], [-3.1517, 5.3234, -1.7601], [-1.6842, 3.2104, -6.3604], [-1.4299, 2.1732, 4.3446], [-1.8692, 1.9585, 2.6474], [2.1437, -1.3248, -7.1472], [-0.6113, -3.2776, 6.4609], [-3.0281, -0.9829, 5.5641], [2.4463, -2.2058, 3.1743], [-3.5092, -1.3934, 3.0963]],
  "lowdin_charge": [0.792, 0.959, 0.763, 0.788, 1.223, 0.590, -0.330, -0.105, -0.141, 0.119, -0.646, -0.411, -0.138, -0.043, -0.219, -0.372, -0.529, -0.027, -0.069, 0.032, -0.067, -0.024, -0.776, -0.115, -0.063, -0.102, -0.062, -0.068, -0.126, -0.167, -0.355, -0.069, -0.089, -0.064, -0.066, -0.366, -0.058, -0.143, -0.070, -0.115, -0.058, -0.056, -0.023, -0.039, -0.037, -0.159, -0.483, -0.673, -0.064, -0.559, -0.041, -0.012, -0.083, 0.038, 0.094, 0.112, 0.089, 0.023, 0.111, 0.046, 0.122, 0.091, 0.111, 0.080, 0.124, 0.032, 0.089, 0.088, 0.117, 0.111, 0.088, 0.093, 0.088, 0.087, 0.092, 0.095, 0.092, 0.086, 0.091, 0.109, 0.090, 0.114, 0.111, 0.094, 0.114, 0.114, 0.122, 0.127, 0.112, 0.100, 0.042, 0.113, 0.078, 0.089, 0.100, 0.095]
}



[3]
{
  "formula": "C2HCl2NO",
  "method": "ωB97M-V/def2-TZVPD",
  "orbital_gap_ev": 8.79,
  "mol_weight_g_mol": 125.9,
  "total_energy_ev": -30669.205,
  "total_charge": 0,
  "de_lowest_ev": 2.792,
  "symbols": ["Cl", "Cl", "O", "N", "C", "C", "H"],
  "positions_angstrom": [[3.9020, -0.2491, 0.1987], [0.7997, 2.2043, -0.2891], [-0.9331, 0.5337, 0.5674], [1.3382, -0.9796, -0.4375], [2.3753, -0.5729, -0.2018], [-0.6450, 1.7550, 0.5410], [-0.2692, -0.2016, 0.0741]],
  "lowdin_charge": [0.808, 0.543, -0.109, 0.103, -0.838, -0.623, 0.118]
}



[4]
{
  "formula": "C29H59O20P3",
  "method": "ωB97M-V/def2-TZVPD",
  "orbital_gap_ev": 8.24,
  "mol_weight_g_mol": 820.7,
  "total_energy_ev": -99851.186,
  "total_charge": 0,
  "smiles": "COP(=O)(OC)OC.COP(=O)(OC)OC.COP(=O)(OC)OC.Oc1ccc(O)cc1.Oc1ccc(O)cc1.COCCOC.COCCOC",
  "symbols": ["P", "P", "P", "O", "O", "O", "O", "O", "O", "O", "O", "O", "O", "O", "O", "O", "O", "O", "O", "O", "O", "O", "O", "C", "C", "C", "C", "C", "C", "C", "C", "C", "C", "C", "C", "C", "C", "C", "C", "C", "C", "C", "C", "C", "C", "C", "C", "C", "C", "C", "C", "C", "H", "H", "H", "H", "H", "H", "H", "H", "H", "H", "H", "H", "H", "H", "H", "H", "H", "H", "H", "H", "H", "H", "H", "H", "H", "H", "H", "H", "H", "H", "H", "H", "H", "H", "H", "H", "H", "H", "H", "H", "H", "H", "H", "H", "H", "H", "H", "H", "H", "H", "H", "H", "H", "H", "H", "H", "H", "H", "H"],
  "positions_angstrom": [[-2.7191, -23.1524, -24.2633], [3.9214, -17.6262, -15.8937], [5.5168, -24.9371, -23.6838], [4.2273, -10.3628, -18.9114], [4.3675, -20.8732, -30.1486], [-0.4938, -19.7833, -15.8913], [3.9609, -16.1597, -16.4771], [2.7334, -17.6263, -14.8410], [2.4048, -21.2506, -22.9874], [4.6561, -21.3842, -24.6531], [1.4261, -16.7044, -20.0518], [5.2036, -18.0862, -15.3712], [-2.7091, -23.3256, -25.8231], [-4.0247, -23.0822, -23.6338], [6.1161, -25.6352, -22.3923], [3.2709, -18.5213, -17.0259], [5.9581, -25.8372, -24.8777], [-1.8284, -24.3959, -23.8051], [3.6683, -12.4139, -20.7254], [5.9076, -23.5382, -23.8587], [-0.8821, -17.2199, -18.3632], [-1.8132, -21.8928, -24.0509], [3.9704, -25.1965, -23.5990], [-1.7862, -24.7190, -22.4212], [3.6845, -13.7904, -20.9986], [4.0738, -19.9472, -27.9348], [4.0844, -20.1216, -26.5578], [4.4650, -9.0068, -18.7014], [2.5471, -17.7622, -21.8331], [3.2053, -24.4520, -22.6442], [3.1187, -15.7988, -17.5722], [2.9271, -10.6226, -19.3773], [-1.7336, -16.0747, -18.4364], [-0.2371, -18.5135, -16.4391], [1.3187, -20.1793, -21.1894], [2.8087, -18.9073, -22.5764], [0.4817, -20.1661, -14.9523], [2.2340, -20.1239, -22.2419], [5.7592, -27.2571, -24.8640], [4.1474, -19.2272, -17.9222], [4.9449, -22.3248, -26.8535], [4.9221, -22.1572, -28.2329], [-3.3592, -24.4541, -26.4360], [4.5232, -21.3114, -26.0057], [1.0916, -19.0535, -20.4185], [2.7973, -12.0925, -19.6695], [-1.3154, -18.1977, -17.4433], [2.4209, -16.4627, -14.0809], [6.9465, -24.9199, -21.4707], [1.7326, -17.8520, -20.7160], [-0.4664, -21.9040, -24.5681], [4.4697, -20.9738, -28.7818], [-2.3146, -18.0227, -17.0276], [3.0028, -16.8052, -22.0518], [-1.3626, -15.4715, -19.2643], [-1.5417, -19.1101, -18.0239], [0.3564, -19.0777, -19.6238], [7.8142, -25.5377, -21.2368], [6.4072, -24.7191, -20.5481], [3.2511, -15.7543, -14.0627], [3.4784, -16.1434, -18.5356], [1.5934, -15.9246, -14.5534], [4.1325, -14.4657, -20.2578], [2.1751, -10.2659, -18.6606], [4.5623, -8.4479, -19.6481], [-0.1715, -17.7367, -15.6612], [-2.3133, -25.6522, -22.2318], [3.1162, -21.1159, -23.6363], [3.4374, -18.8507, -23.4593], [5.5886, -27.5617, -25.8911], [2.8345, -25.0937, -21.8488], [0.7267, -18.5124, -16.9674], [1.4948, -19.9598, -15.3185], [-2.7475, -16.3697, -18.7285], [5.3858, -22.9373, -28.8236], [-2.6567, -24.8725, -27.1502], [2.1579, -16.7598, -13.0721], [0.7936, -21.1068, -20.9988], [-3.6509, -25.1871, -25.6869], [3.7577, -19.3084, -25.9217], [2.7396, -10.0677, -20.3129], [0.6591, -16.7550, -19.4665], [4.9462, -27.5563, -24.2053], [-1.7683, -15.5269, -17.4953], [0.1341, -22.6066, -23.9919], [3.7854, -20.1437, -30.3788], [3.7795, -23.6280, -22.2136], [4.6213, -20.0512, -17.3951], [3.6620, -8.5015, -18.1445], [-2.2432, -23.9459, -21.7974], [3.6249, -19.0359, -28.3166], [-4.2482, -24.0969, -26.9503], [6.6631, -27.7550, -24.5066], [-0.4477, -22.2263, -25.6085], [1.7660, -12.2823, -20.0021], [7.3307, -23.9951, -21.8973], [2.6542, -14.1685, -21.1026], [2.1139, -16.2104, -17.4176], [-0.0648, -20.9031, -24.4668], [2.9101, -14.7297, -17.5970], [-0.7475, -24.8044, -22.0981], [4.9117, -18.5585, -18.3216], [4.2062, -13.9018, -21.9474], [0.4233, -21.2487, -14.8337], [3.0460, -12.6526, -18.7599], [3.5448, -19.5856, -18.7529], [0.3423, -19.6747, -13.9849], [2.3716, -23.9854, -23.1665], [5.2000, -22.1384, -24.3462], [5.2766, -23.2546, -26.4071], [5.4006, -8.8837, -18.1598]],
  "lowdin_charge": [0.295, 0.332, 0.350, -0.168, 0.037, -0.167, -0.199, -0.224, 0.012, 0.001, 0.019, -0.213, -0.216, -0.210, -0.194, -0.243, -0.187, -0.223, -0.165, -0.206, -0.233, -0.190, -0.192, -0.101, -0.118, -0.024, -0.015, -0.131, -0.006, -0.070, -0.085, -0.226, -0.072, -0.213, -0.008, -0.009, -0.103, -0.326, -0.073, -0.064, -0.004, -0.010, -0.069, -0.316, -0.013, -0.219, -0.203, -0.089, -0.079, -0.325, -0.069, -0.330, 0.132, 0.111, 0.090, 0.132, 0.103, 0.090, 0.090, 0.089, 0.076, 0.085, 0.080, 0.127, 0.092, 0.131, 0.090, 0.062, 0.107, 0.093, 0.093, 0.113, 0.075, 0.093, 0.119, 0.089, 0.090, 0.117, 0.085, 0.108, 0.133, 0.064, 0.088, 0.094, 0.072, 0.098, 0.087, 0.091, 0.086, 0.089, 0.114, 0.090, 0.092, 0.088, 0.131, 0.083, 0.081, 0.079, 0.088, 0.082, 0.081, 0.095, 0.091, 0.089, 0.118, 0.079, 0.092, 0.081, 0.044, 0.104, 0.087]
}